This record from the OMol25 dataset describes a molecular structure, C56H47LaN3O2P4S2Te in a non-equilibrium geometry. The level of theory is ωB97M-V/def2-TZVPD.

Properties
Charge: -1
Highest occupied orbital energy in eV: -4.235
ΔE to the lowest compared entry with this formula, charge and spin in kJ/mol: 0.0
LUMO energy in eV: 2.192

```
116
Properties=species:S:1:pos:R:3:forces:R:3:lowdin_charge:R:1
La -1.42338 -0.55756 0.61882 1.686 0.532 0.952 1.380
S -0.84730 2.16281 1.64844 0.434 0.315 0.916 0.102
P 0.78585 1.37536 2.75124 -2.195 -3.395 -1.488 0.445
C 0.57451 -0.36077 2.66818 -0.339 0.409 0.582 -0.647
P 0.03563 -1.70053 3.65643 0.453 1.863 -4.480 0.471
S -0.88234 -2.95316 2.16870 0.539 0.110 1.226 0.132
C 1.28919 -2.64378 4.47713 0.296 -1.410 0.249 -0.363
C 2.59898 -2.75182 4.00697 -0.298 1.132 -0.541 -0.087
C 3.49764 -3.51237 4.70675 0.627 -0.856 0.708 -0.095
C 3.08500 -4.34742 5.76936 0.955 0.136 -0.648 -0.091
C 1.75779 -4.35333 6.13108 -0.370 -0.150 0.696 -0.095
C 0.87779 -3.48957 5.50346 -0.311 0.535 -0.041 -0.101
C -1.19078 -1.34289 4.88012 0.213 0.022 0.993 -0.383
C -2.49233 -1.24642 4.46448 -1.767 0.202 -0.636 -0.115
C -3.45235 -0.62243 5.25429 -0.471 0.082 0.121 -0.052
C -3.10977 -0.15803 6.53254 -0.150 -0.135 -0.259 -0.093
C -1.83041 -0.37757 7.02176 0.758 -0.594 -0.513 -0.085
C -0.86318 -0.97168 6.18288 -0.700 0.824 0.583 -0.087
C 2.07004 2.10044 1.74303 1.221 -0.041 0.585 -0.400
C 2.32156 3.46430 1.94174 -0.838 -0.275 0.187 -0.104
C 3.20817 4.10967 1.11712 0.472 0.403 0.060 -0.092
C 3.96068 3.37564 0.20305 0.712 0.739 -0.620 -0.104
C 3.75463 2.02359 0.05027 0.852 -0.260 -0.214 -0.116
C 2.85212 1.37386 0.86240 -0.538 -0.418 -0.118 -0.107
C 1.21648 1.94870 4.38595 0.015 1.525 0.108 -0.359
C 2.40821 1.45621 4.92516 -0.636 -0.291 0.056 -0.089
C 2.74200 1.73402 6.23012 0.246 0.767 0.175 -0.090
C 1.99386 2.66909 6.95618 -0.687 -0.531 0.266 -0.096
C 0.85003 3.22682 6.38492 0.168 0.674 -0.204 -0.091
C 0.50678 2.94477 5.05245 -0.050 -0.358 0.569 -0.085
H 2.88959 -2.19038 3.09978 -0.131 -0.160 0.709 0.111
H 4.55681 -3.46219 4.46196 -0.193 -0.222 -0.169 0.098
H 3.83363 -5.00848 6.23915 -0.551 0.483 -0.108 0.105
H 1.38623 -4.95954 6.95957 0.209 -0.011 -0.295 0.105
H -0.16345 -3.39909 5.80645 0.243 -0.401 0.136 0.103
H -2.83393 -1.64743 3.49504 0.468 0.339 0.544 0.055
H -4.47283 -0.52592 4.83040 0.758 0.012 0.490 0.120
H -3.82000 0.36072 7.16744 -0.138 -0.115 -0.151 0.094
H -1.55709 -0.12617 8.04941 -0.118 0.088 -0.366 0.099
H 0.13871 -1.08843 6.56036 0.248 -0.007 -0.017 0.100
H 1.78766 3.97908 2.75820 0.232 -0.061 -0.700 0.110
H 3.33601 5.18518 1.20670 0.186 -0.145 0.052 0.101
H 4.77935 3.86101 -0.36490 -0.800 -0.201 0.226 0.109
H 4.33960 1.44451 -0.67082 -0.156 0.270 0.262 0.098
H 2.76319 0.29312 0.79271 -0.362 0.134 0.069 0.079
H 3.05375 0.86038 4.30310 0.024 -0.456 -0.021 0.107
H 3.63109 1.28470 6.64789 0.106 0.075 0.117 0.098
H 2.24571 2.90772 7.99494 -0.022 -0.107 -0.420 0.098
H 0.25010 3.95233 6.95035 0.346 -0.278 -0.248 0.101
H -0.28098 3.50300 4.53131 0.046 -0.523 0.358 0.101
Te 0.65806 2.44337 -2.38336 1.441 -0.176 -0.569 1.309
C 1.17259 2.79818 -4.42403 0.205 0.132 0.656 -0.518
C 2.34544 3.40847 -4.84773 -0.797 0.397 -1.123 -0.121
C 2.50562 3.62898 -6.23455 0.720 -0.247 0.889 -0.171
N 1.63035 3.25476 -7.16717 0.044 0.733 0.414 0.034
C 0.48132 2.75804 -6.70222 -0.329 -0.871 -0.484 -0.167
C 0.23407 2.44751 -5.37363 -0.259 0.144 -0.637 -0.143
C -0.16272 0.57945 -2.87905 -0.160 -0.327 0.162 -0.974
P 0.74911 -0.63061 -1.82427 0.068 1.110 -0.390 0.786
C 0.41506 -2.33739 -2.32781 -0.158 -1.393 -1.187 -0.375
C 0.41841 -3.30455 -1.30656 -0.646 0.468 -0.554 -0.136
C -0.01457 -4.61979 -1.56406 0.639 0.885 0.235 -0.099
C -0.27606 -5.00009 -2.86281 0.007 0.119 -0.480 -0.097
C -0.04897 -4.11249 -3.93589 0.069 0.503 1.325 -0.079
C 0.26627 -2.77787 -3.68388 -0.312 -0.555 1.232 -0.070
C 2.41235 -0.58006 -2.59181 -0.158 -0.251 -1.265 -0.391
C 2.63208 -0.47338 -3.97929 0.118 0.607 0.150 -0.096
C 3.91556 -0.52201 -4.52203 -0.475 0.014 -0.284 -0.084
C 5.01445 -0.77484 -3.69813 0.968 -0.152 -0.439 -0.102
C 4.79080 -0.99500 -2.34720 0.251 -0.327 0.041 -0.102
C 3.50078 -0.91435 -1.84484 0.597 -0.200 1.680 -0.146
P -1.89243 0.70157 -2.42574 0.930 0.786 2.004 0.768
C -2.93750 -0.27239 -3.43105 -1.362 -0.342 -1.825 -0.447
C -4.30503 -0.34676 -3.08952 0.052 -0.634 0.570 -0.110
C -5.12787 -1.36598 -3.57626 0.407 0.183 0.029 -0.088
C -4.59829 -2.21550 -4.55033 0.334 0.244 -0.769 -0.103
C -3.34214 -1.94547 -5.11724 -0.592 0.460 1.137 -0.085
C -2.50600 -0.96583 -4.55990 -0.784 -0.859 -0.401 -0.092
C -2.49362 2.38831 -2.76826 -0.940 1.278 -0.396 -0.410
C -3.26480 2.68669 -3.90528 0.215 0.097 -0.048 -0.101
C -3.89360 3.92548 -4.07145 0.207 -0.396 -0.041 -0.095
C -3.71809 4.93830 -3.15067 -0.040 -0.406 -0.195 -0.098
C -2.87532 4.71101 -2.07580 0.412 0.462 0.767 -0.094
C -2.31218 3.47348 -1.86477 -0.435 -1.526 0.049 -0.187
H 3.05338 3.80020 -4.14114 0.373 -0.073 0.119 0.083
H 3.44805 4.10472 -6.54957 -0.503 -0.266 -0.179 0.098
H -0.28103 2.52017 -7.46391 0.398 0.111 0.364 0.103
H -0.69197 1.95128 -5.09465 0.144 0.135 -0.007 0.071
H 0.69112 -2.97751 -0.29955 -0.244 -0.263 -0.120 0.049
H -0.08165 -5.28538 -0.71683 -0.146 -0.279 -0.057 0.101
H -0.66460 -5.98989 -3.06822 0.172 -0.087 -0.033 0.095
H -0.11777 -4.47762 -4.93283 -0.220 -0.138 -0.682 0.087
H 0.38005 -2.08874 -4.50830 -0.007 0.131 0.069 0.088
H 1.80170 -0.28135 -4.64374 -0.143 0.132 0.037 0.088
H 3.99697 -0.36399 -5.61257 0.228 -0.158 0.736 0.109
H 6.04990 -0.84978 -4.12110 -1.112 0.147 0.417 0.109
H 5.57750 -1.29171 -1.64460 -0.090 0.238 -0.481 0.106
H 3.35075 -1.13486 -0.78262 0.088 0.138 -0.241 0.099
H -4.68429 0.37425 -2.36211 0.065 -0.371 0.060 0.115
H -6.13854 -1.52034 -3.17661 0.452 0.219 -0.286 0.107
H -5.18525 -3.01230 -4.99793 -0.063 0.028 0.258 0.092
H -3.01848 -2.51184 -5.96207 0.211 -0.295 -0.440 0.088
H -1.58114 -0.75940 -5.08156 0.358 0.055 0.558 0.094
H -3.40621 1.99637 -4.73409 0.075 -0.309 0.401 0.104
H -4.51729 4.05278 -4.94824 -0.031 0.149 0.059 0.096
H -4.28695 5.83952 -3.24995 0.035 0.554 -0.054 0.091
H -2.61451 5.48761 -1.34378 -0.481 -0.229 -0.349 0.112
H -1.82469 3.26592 -0.91632 0.203 0.212 -0.171 0.029
N -2.97478 -2.60470 -0.50225 0.656 1.137 -1.509 -0.060
N -4.17741 -2.61497 0.16866 -1.096 0.189 1.332 -0.027
C -4.42451 -1.66914 1.21423 0.623 0.454 -0.029 -0.690
O -5.34241 -1.85029 2.00180 0.517 -0.051 -0.682 0.025
O -3.60173 -0.63226 1.18790 -1.492 -1.216 0.179 -0.355
H -3.14537 -2.32407 -1.47700 0.158 -0.250 0.277 0.080
H -2.43544 -3.45753 -0.52006 -0.161 -0.389 0.460 0.066
H -4.68480 -3.48436 0.25153 0.104 0.112 0.006 0.134
```
Forces are in eV/Å.


This record from the OMol25 dataset describes a molecular structure, C56H48AsN2P3S5SiV in a non-equilibrium geometry. The level of theory is ωB97M-V/def2-TZVPD.

Properties
Charge: -1
Highest occupied orbital energy (spin up / spin down) in eV: -3.480 / -3.399
Spin multiplicity: 3
ΔE to the lowest compared entry with this formula, charge and spin in kJ/mol: 42.7
LUMO energy (spin up / spin down) in eV: 2.268 / 2.269

```
117
Properties=species:S:1:pos:R:3:forces:R:3:lowdin_charge:R:1
V -1.38181 -0.07633 0.11718 0.201 -0.605 -0.124 -0.571
C -3.98148 -5.37661 -2.40988 0.024 0.057 0.010 -0.098
C -4.08162 -4.09818 -2.93812 0.091 0.035 0.016 -0.087
C -3.18289 -3.10995 -2.55637 0.065 0.005 -0.192 -0.154
C -2.15587 -3.37214 -1.64784 0.122 0.027 -0.059 -0.331
C -2.07920 -4.65901 -1.11597 -0.052 -0.021 0.073 -0.073
C -2.98069 -5.64882 -1.48966 0.026 0.055 0.033 -0.084
P -0.91242 -2.06063 -1.19658 0.300 -0.747 -0.523 0.934
C 0.46740 -3.15329 -0.59166 -0.175 -0.024 -0.027 -0.344
C 0.55812 -3.46702 0.76516 0.055 0.017 -0.033 -0.103
C 1.53449 -4.34818 1.22108 -0.060 -0.100 -0.052 -0.079
C 2.45322 -4.90151 0.33852 -0.115 0.088 -0.070 -0.080
C 2.38007 -4.57989 -1.01162 -0.057 0.060 0.065 -0.085
C 1.38882 -3.72210 -1.47043 -0.044 -0.151 -0.034 -0.087
C -0.21717 -1.56683 -2.84736 0.098 0.221 0.193 -0.362
C -0.51784 -2.10557 -4.09420 0.016 -0.027 0.014 -0.080
C 0.08999 -1.59382 -5.23614 0.023 0.007 0.049 -0.087
C 1.01947 -0.56544 -5.13518 -0.049 -0.008 0.092 -0.091
C 1.33758 -0.04011 -3.88681 -0.131 -0.056 0.117 -0.100
C 0.71818 -0.51765 -2.72632 -0.023 -0.102 -0.077 -0.304
Si 0.86555 0.13944 -0.92726 0.504 0.222 -0.389 0.575
C 1.48367 1.94360 -1.01450 0.001 0.169 0.069 -0.281
C 2.78643 2.35000 -1.33245 -0.158 -0.033 -0.003 -0.100
C 3.14694 3.69066 -1.30140 -0.082 -0.014 0.020 -0.096
C 2.20502 4.65375 -0.95401 -0.016 -0.062 -0.020 -0.085
C 0.90776 4.27376 -0.64115 -0.016 -0.030 -0.033 -0.084
C 0.55268 2.92682 -0.65595 0.001 -0.240 -0.035 -0.358
P -1.17314 2.29826 -0.38919 0.139 1.354 -0.435 0.953
C -1.80636 3.00290 -1.99426 0.087 -0.083 0.090 -0.341
C -2.38616 4.26144 -2.09667 -0.073 0.083 -0.029 -0.084
C -2.68760 4.80903 -3.34196 0.024 -0.068 0.064 -0.089
C -2.39823 4.10953 -4.50321 0.039 -0.085 0.044 -0.101
C -1.81756 2.84774 -4.41162 -0.033 0.071 0.052 -0.077
C -1.53160 2.30346 -3.16964 0.020 -0.086 0.006 -0.127
C -1.89336 3.43798 0.85180 0.104 -0.168 0.041 -0.390
C -3.28229 3.53670 0.93355 -0.001 0.019 -0.067 -0.168
C -3.87823 4.25011 1.95853 0.015 0.006 0.033 -0.087
C -3.09319 4.87561 2.91777 -0.016 -0.019 -0.002 -0.090
C -1.71347 4.76772 2.85610 -0.003 -0.018 -0.021 -0.088
C -1.11512 4.04087 1.83580 0.042 0.007 0.003 -0.118
C 2.51843 -0.67463 -0.31296 0.078 -0.128 -0.063 -0.233
C 3.41859 -1.17979 -1.26634 -0.074 0.118 0.051 -0.098
C 4.69375 -1.60737 -0.93333 -0.016 0.020 -0.010 -0.076
C 5.13724 -1.53574 0.38012 -0.066 0.035 0.043 -0.079
C 4.27507 -1.05427 1.34932 0.025 0.018 -0.065 -0.109
C 2.97877 -0.65086 1.01060 0.037 -0.041 -0.140 -0.334
P 1.91620 -0.07421 2.34289 -0.115 0.072 0.046 0.690
C 2.87422 1.19074 3.21630 0.000 0.027 0.024 -0.325
C 3.70526 2.04114 2.49071 0.047 0.069 0.032 -0.074
C 4.30526 3.12438 3.11824 -0.033 -0.068 -0.025 -0.078
C 4.07152 3.36366 4.46638 0.033 -0.001 -0.014 -0.091
C 3.23621 2.52300 5.18795 -0.036 -0.068 -0.039 -0.077
C 2.63292 1.43855 4.56410 0.066 0.027 0.052 -0.062
C 1.63067 -1.44618 3.48940 -0.112 -0.150 0.028 -0.314
C 2.43881 -2.58084 3.56770 0.075 0.177 0.278 -0.104
C 2.11884 -3.60002 4.45399 0.013 0.182 0.091 -0.111
C 0.98098 -3.50342 5.24548 0.012 0.004 -0.004 -0.079
C 0.16059 -2.38873 5.14997 0.011 0.067 -0.025 -0.055
C 0.47855 -1.35699 4.27462 -0.134 -0.097 0.001 -0.113
H -4.67654 -6.15155 -2.71068 0.002 0.016 0.019 0.095
H -4.86333 -3.86073 -3.65048 0.024 0.009 0.027 0.102
H -3.28076 -2.11801 -2.97609 0.008 0.009 -0.007 0.063
H -1.31543 -4.90381 -0.39363 0.086 -0.001 0.031 0.096
H -2.89273 -6.63726 -1.05613 0.002 0.002 0.008 0.098
H -0.14847 -3.02855 1.46315 0.000 -0.004 0.002 0.034
H 1.56904 -4.59955 2.27592 -0.042 -0.003 -0.272 0.084
H 3.21772 -5.58040 0.69808 -0.005 0.006 -0.002 0.098
H 3.09473 -4.99680 -1.71160 -0.013 0.002 0.002 0.100
H 1.33447 -3.50164 -2.52929 0.004 0.038 -0.002 0.105
H -1.22463 -2.92114 -4.18573 0.002 0.016 0.011 0.097
H -0.16580 -1.99962 -6.20792 0.008 -0.008 0.014 0.096
H 1.48804 -0.16996 -6.02932 -0.006 0.004 0.018 0.096
H 2.05482 0.77293 -3.81517 -0.026 -0.016 0.004 0.101
H 3.53373 1.60796 -1.59869 -0.016 -0.005 0.022 0.096
H 4.16006 3.98765 -1.54770 -0.004 -0.006 0.000 0.095
H 2.48059 5.70150 -0.93553 -0.008 -0.006 0.013 0.097
H 0.17217 5.02798 -0.38818 -0.007 -0.002 0.008 0.106
H -2.60770 4.82771 -1.20162 0.002 0.012 0.002 0.097
H -3.14626 5.78941 -3.39755 0.020 -0.010 0.012 0.096
H -2.61970 4.54278 -5.47196 -0.010 -0.030 0.029 0.094
H -1.58899 2.28188 -5.30703 -0.002 0.006 0.016 0.100
H -1.08669 1.31531 -3.11735 0.002 0.032 0.004 0.072
H -3.90398 3.01578 0.21539 -0.021 -0.052 0.014 0.085
H -4.95737 4.26949 2.03437 0.006 -0.002 -0.012 0.102
H -3.56035 5.40858 3.73714 0.009 -0.002 -0.024 0.098
H -1.09661 5.21830 3.62381 0.000 -0.015 -0.002 0.099
H -0.03970 3.91947 1.82636 0.009 -0.001 0.006 0.090
H 3.11323 -1.22170 -2.30613 -0.004 -0.036 0.047 0.093
H 5.35275 -1.98500 -1.70679 -0.014 -0.003 -0.001 0.103
H 6.14022 -1.84644 0.64421 -0.001 0.009 0.008 0.100
H 4.61848 -0.96565 2.37418 -0.010 0.000 0.003 0.110
H 3.86899 1.86897 1.43268 -0.018 0.010 0.016 0.102
H 4.94617 3.78639 2.54930 -0.011 -0.005 0.003 0.101
H 4.53812 4.21092 4.95453 -0.015 -0.009 -0.014 0.099
H 3.04192 2.71596 6.23532 0.000 -0.007 -0.010 0.103
H 1.96416 0.79529 5.12320 -0.002 0.012 -0.012 0.107
H 3.30452 -2.69020 2.92934 -0.030 0.003 -0.014 0.090
H 2.74849 -4.47966 4.50886 0.005 -0.012 -0.002 0.103
H 0.72388 -4.31117 5.92071 0.003 0.016 -0.008 0.100
H -0.75043 -2.31580 5.73154 0.029 -0.004 -0.025 0.112
H -0.21407 -0.51779 4.17223 0.054 -0.083 0.010 -0.002
S -2.45534 0.90906 3.99772 0.056 -0.099 -0.248 -0.158
As -2.98763 0.36667 1.98639 -0.681 0.077 0.894 -0.094
S 0.19782 0.79124 1.89972 0.226 0.092 0.119 0.428
S -2.37604 -1.77427 1.49050 -0.027 -0.202 0.551 0.121
S -5.13738 0.58834 1.79353 0.521 0.148 0.306 -0.016
C -7.10486 -0.21623 -0.58042 -0.063 0.031 -0.220 -0.131
N -5.83682 0.15650 -1.17570 -0.093 -0.133 -0.313 -0.084
C -4.71938 -0.53626 -0.95158 -0.108 -0.131 -0.120 -0.865
N -4.80578 -1.76328 -0.44229 0.042 0.010 0.100 0.093
S -3.23287 0.10388 -1.54492 -0.345 0.257 -0.194 0.699
H -7.85780 0.50136 -0.89466 -0.024 0.028 -0.011 0.082
H -7.02717 -0.21196 0.51116 0.010 0.013 -0.057 -0.011
H -7.41102 -1.20514 -0.92621 0.014 -0.024 -0.063 0.081
H -5.67907 1.12062 -1.42068 -0.035 -0.050 0.112 0.113
H -5.56888 -1.91040 0.20575 0.029 0.021 0.019 0.090
H -3.90971 -2.10611 -0.06426 -0.236 0.060 0.063 -0.038
```
Forces are in eV/Å.